(1)
Formula: C27H33F6O24
Source: OMol25
Level of theory: ωB97M-V with the def2-TZVPD basis set

Structure (XYZ):
```
90
Properties=species:S:1:pos:R:3:mulliken_charge:R:1
C 4.034 -1.367 -0.767 -0.9359
C 4.086 -0.831 -2.202 0.5204
O 4.411 0.545 -2.309 -0.3900
C 3.354 1.388 -1.865 -0.3466
C 2.334 1.662 -2.966 -0.2781
C 1.112 2.459 -2.472 -0.7449
C 0.368 1.730 -1.346 -0.0699
C -1.134 1.962 -1.393 -0.8358
O -1.726 1.426 -0.189 -0.2884
C -2.338 0.217 -0.327 0.5871
O -2.146 -0.653 0.464 -0.6225
O -3.158 0.211 -1.364 -0.2974
C -3.182 -0.991 -2.267 0.6099
O -2.861 -0.647 -3.391 -0.6849
O -3.494 -2.056 -1.732 -0.5839
H 3.044 -1.123 -0.366 0.2815
H 4.755 -0.870 -0.138 -0.0809
H 4.193 -2.444 -0.759 0.4698
H 4.882 -1.363 -2.730 0.4977
H 3.158 -1.080 -2.719 -0.4348
H 3.819 2.341 -1.589 0.3658
H 2.899 0.984 -0.957 0.2077
H 1.988 0.708 -3.380 -0.1351
H 2.860 2.214 -3.750 0.2892
H 0.452 2.599 -3.333 0.4570
H 1.476 3.439 -2.153 0.3511
H 0.728 2.038 -0.362 0.2644
H 0.555 0.655 -1.458 0.1367
H -1.357 3.033 -1.421 0.2956
H -1.584 1.517 -2.280 0.4068
C 7.143 3.478 -1.616 -0.2886
C 7.873 4.591 -2.334 0.3031
O 6.866 5.114 -3.182 -0.3337
C 5.657 4.873 -2.594 0.6317
O 4.639 5.387 -2.908 -0.5200
O 5.801 3.982 -1.587 -0.2235
F 8.905 4.137 -3.087 -0.2939
H 7.171 2.542 -2.174 0.2272
H 7.514 3.302 -0.611 0.2177
H 8.242 5.388 -1.687 0.2789
C -5.420 -4.278 -0.818 -0.1918
C -4.785 -5.182 0.215 0.3146
O -5.914 -5.789 0.830 -0.3239
C -6.928 -5.802 -0.081 0.6189
O -7.918 -6.447 0.027 -0.5296
O -6.633 -4.998 -1.120 -0.3282
F -4.085 -4.507 1.154 -0.2393
H -5.664 -3.305 -0.394 0.2223
H -4.817 -4.130 -1.708 0.2365
H -4.147 -5.965 -0.199 0.2080
C 0.299 -2.279 -4.031 -0.0305
C 0.306 -2.525 -5.524 0.2653
O 1.685 -2.404 -5.851 -0.3468
C 2.406 -2.723 -4.742 0.7444
O 3.574 -2.924 -4.724 -0.5301
O 1.605 -2.763 -3.659 -0.3158
F -0.388 -1.600 -6.221 -0.2873
H 0.223 -1.216 -3.808 0.0451
H -0.479 -2.812 -3.494 0.2239
H -0.041 -3.516 -5.820 0.2740
C -3.751 0.022 3.080 0.1896
C -4.846 1.062 3.048 0.3832
O -4.774 1.638 4.347 -0.3635
C -3.483 1.493 4.783 0.7011
O -3.027 2.073 5.710 -0.5408
O -2.824 0.616 4.008 -0.3316
F -6.082 0.517 2.883 -0.2760
H -4.116 -0.922 3.489 0.2202
H -3.280 -0.150 2.115 -0.2188
H -4.705 1.845 2.303 0.3056
C -7.366 -0.035 6.068 0.0429
C -6.571 -0.910 7.012 0.3559
O -7.583 -1.672 7.646 -0.3473
C -8.643 -1.758 6.789 0.6448
O -9.549 -2.508 6.913 -0.4988
O -8.498 -0.867 5.782 -0.3354
F -5.900 -0.194 7.946 -0.2846
H -7.701 0.876 6.565 0.2593
H -6.833 0.220 5.159 -0.1603
H -5.870 -1.588 6.521 0.3002
C 5.523 1.191 2.829 -0.5518
C 6.414 2.355 2.462 0.3885
O 7.160 1.837 1.373 -0.3765
C 6.384 0.886 0.763 0.7323
O 6.586 0.439 -0.308 -0.4385
O 5.344 0.542 1.567 -0.3679
F 7.266 2.689 3.465 -0.3120
H 6.024 0.516 3.524 0.2790
H 4.563 1.491 3.239 0.3158
H 5.882 3.252 2.140 0.2453
```

Calculated values
F_max   0.0286 Eh/bohr
Charge   -1
Kohn-Sham gap   8.26 eV
M   855.525 g mol⁻¹
Electronic energy   -3453.8068 hartree
Highest occupied orbital energy   -6.62 eV

***

(2)
Formula: C27H33FN7S4SiTi
Source: OMol25
Level of theory: ωB97M-V with the def2-TZVPD basis set

Structure (XYZ):
```
74
Properties=species:S:1:pos:R:3:mulliken_charge:R:1
Ti 0.307 -0.025 0.454 -0.4307
C 0.472 3.043 -2.494 -1.9186
C 0.082 2.226 -1.297 0.4871
N 1.001 1.728 -0.365 1.3773
N 2.323 2.146 -0.557 -0.8246
C 2.946 3.047 0.219 0.3298
N 4.269 2.787 0.389 -0.4953
S 2.258 4.496 0.745 -0.4951
C -1.216 2.001 -0.948 0.4007
C -2.342 2.410 -1.751 -1.0526
C -3.581 2.369 -1.215 -0.6068
C -3.752 1.930 0.139 -0.9787
C -2.666 1.436 0.800 0.0962
N -1.414 1.376 0.294 0.5338
H 1.551 3.186 -2.528 0.3756
H 0.010 4.034 -2.456 0.4325
H 0.165 2.569 -3.433 0.3279
H 2.912 1.402 -0.920 0.2142
H 4.500 1.805 0.504 0.2513
H 4.737 3.425 1.011 0.2529
H -2.179 2.743 -2.767 0.4130
H -4.442 2.665 -1.803 0.3976
H -4.723 1.932 0.616 0.4032
H -2.786 1.040 1.803 0.2414
C 0.775 -3.094 -2.752 -1.2232
Si 0.350 -1.275 -2.631 0.1771
C 1.961 -0.365 -2.872 -0.9277
C -0.650 -0.711 -4.141 -1.4611
N -0.510 -0.955 -1.146 1.7707
C -1.728 -1.589 -0.947 1.2155
C -2.436 -2.295 -1.942 -1.0057
C -3.658 -2.905 -1.710 -1.1940
C -4.255 -2.860 -0.460 -0.6165
C -3.584 -2.200 0.559 -0.7794
C -2.374 -1.610 0.298 -0.3445
F -1.755 -1.007 1.366 0.1219
H 1.125 -3.344 -3.757 0.3871
H -0.071 -3.740 -2.511 0.3704
H 1.573 -3.325 -2.041 0.2716
H 2.346 -0.683 -3.847 0.5018
H 2.703 -0.603 -2.113 0.1100
H 1.813 0.717 -2.905 0.1585
H -0.123 0.101 -4.647 0.4120
H -1.640 -0.342 -3.864 0.3583
H -0.784 -1.522 -4.863 0.4405
H -2.007 -2.367 -2.931 0.3576
H -4.146 -3.423 -2.527 0.4083
H -5.210 -3.334 -0.276 0.3837
H -3.984 -2.140 1.563 0.4025
S 0.597 -2.304 1.470 -0.4427
C 2.229 -2.893 1.317 0.6073
C 2.558 -4.208 1.660 -0.7509
C 3.853 -4.679 1.519 -0.5096
C 4.847 -3.841 1.023 -0.6522
C 4.534 -2.533 0.688 -0.6086
C 3.235 -2.047 0.842 -0.0321
S 2.828 -0.388 0.472 -0.2064
H 1.775 -4.857 2.032 0.3951
H 4.088 -5.700 1.795 0.3363
H 5.862 -4.202 0.903 0.3423
H 5.296 -1.867 0.300 0.3757
C -1.925 0.640 4.565 -0.9177
N -1.248 1.882 4.244 0.3075
C -1.715 3.153 4.529 -0.3447
C -0.869 4.024 3.943 -0.6596
N 0.100 3.276 3.320 0.2075
C -0.127 1.967 3.485 0.1395
S 0.838 0.677 2.933 -0.4877
H -1.874 0.438 5.635 0.3425
H -1.422 -0.161 4.027 0.1603
H -2.966 0.699 4.250 0.4025
H -2.589 3.317 5.134 0.4502
H -0.877 5.098 3.910 0.4160
H 0.814 3.611 2.659 0.1016
```

Calculated values
F_max   0.0308 Eh/bohr
Charge   -1
Kohn-Sham gap (alpha / beta)   5.20 / 5.20 eV
M   678.829 g mol⁻¹
Electronic energy   -4263.7553 hartree
ΔE to the lowest compared entry with this formula, charge and spin   40.26 kJ/mol
Highest occupied orbital energy (alpha / beta)   -2.73 / -2.72 eV

***

(3)
Formula: C27H33N2Re
Source: OMol25
Level of theory: ωB97M-V with the def2-TZVPD basis set

Structure (XYZ):
```
63
Properties=species:S:1:pos:R:3:nbo_charge:R:1
C 1.331 -2.121 0.769 -0.0208
C 1.736 -1.269 -0.306 -0.0830
C 0.815 -1.442 -1.390 -0.0945
C -0.162 -2.412 -0.984 -0.0995
C 0.147 -2.821 0.359 -0.1006
Re -0.235 -0.797 0.296 1.0598
C -2.612 1.485 -1.110 0.1946
C -2.088 0.930 0.069 -0.3668
H -1.851 1.534 0.944 0.2245
C -2.365 -0.488 0.312 -0.7306
H -2.876 -1.010 -0.495 0.2230
H -2.781 -0.726 1.281 0.2188
C -2.927 3.021 -1.181 -0.6897
H -2.386 3.640 -0.456 0.2392
H -2.730 3.491 -2.156 0.2277
H -3.997 3.096 -0.963 0.2534
C -2.486 0.738 -2.451 -0.6959
H -1.617 0.055 -2.564 0.2314
H -3.385 0.165 -2.545 0.2437
H -2.408 1.401 -3.336 0.2350
C 2.944 -0.380 -0.297 -0.6298
H 3.008 0.179 0.644 0.2121
H 3.868 -0.973 -0.386 0.2422
H 2.909 0.344 -1.110 0.2466
C 0.980 -0.832 -2.752 -0.6158
H 1.323 0.202 -2.670 0.2392
H 1.725 -1.389 -3.341 0.2412
H 0.042 -0.846 -3.311 0.2166
C -1.262 -2.993 -1.829 -0.6221
H -1.387 -2.422 -2.753 0.2265
H -1.042 -4.037 -2.095 0.2393
H -2.216 -2.992 -1.291 0.2246
C -0.585 -3.851 1.175 -0.6220
H -1.641 -3.900 0.895 0.2315
H -0.148 -4.849 1.033 0.2372
H -0.526 -3.615 2.244 0.2184
C 2.072 -2.323 2.062 -0.6431
H 1.384 -2.447 2.906 0.2193
H 2.697 -3.227 2.010 0.2481
H 2.728 -1.472 2.274 0.2256
C 1.655 2.538 -1.241 0.0974
C 0.296 2.667 -1.701 -0.3503
C 2.803 3.032 -1.659 -0.3360
C 0.335 2.834 -3.188 -0.1915
H -0.867 2.484 -1.500 0.2857
C 2.780 3.309 -3.086 -0.1688
H 3.601 3.093 -0.952 0.2428
C 1.552 3.165 -3.732 -0.2506
H -0.596 2.750 -3.742 0.2138
H 3.672 3.607 -3.572 0.2300
H 1.514 3.344 -4.831 0.2262
N 0.434 0.516 7.702 -0.2097
C 0.274 0.475 6.586 0.2346
C 0.056 0.331 5.137 -0.0694
C -1.012 -0.433 4.659 -0.1886
C -1.164 -0.607 3.291 0.0687
N -0.315 -0.044 2.405 -0.4939
C 0.687 0.750 2.845 0.0626
C 0.906 0.937 4.208 -0.1908
H -1.720 -0.921 5.329 0.2575
H -1.969 -1.232 2.913 0.2338
H 1.330 1.215 2.097 0.2344
H 1.754 1.543 4.530 0.2564
```

Calculated values
F_max   0.1411 Eh/bohr
Charge   +1
Kohn-Sham gap (alpha / beta)   6.44 / 6.25 eV
M   571.782 g mol⁻¹
Electronic energy   -1235.9270 hartree
ΔE to the lowest compared entry with this formula, charge and spin   463.31 kJ/mol
2S+1   4
Highest occupied orbital energy (alpha / beta)   -10.21 / -10.54 eV
⟨S²⟩   3.788

***

Which of these has the highest charge?
C27H33N2Re